The following is a quantum chemistry calculation of C23H56BNO23 as an isolated structure in a non-equilibrium geometry, from the OMol25 dataset.

Values from the calculation:
Relative energy (zero: lowest compared OMol25 entry of this formula, charge and spin)   73.9 kcal/mol
Lowest unoccupied orbital energy   -0.73 eV
E_tot   -74001.9632 eV

Last column: Mulliken charge in e.
Element x y z (Å)
C1 0.925 -1.722 2.890  -1.834
N1 1.741 -3.023 2.698  0.617
C2 3.152 -2.569 3.042  -0.771
C3 1.374 -4.118 3.619  -1.093
C4 1.729 -3.459 1.253  -0.467
C5 0.412 -3.938 0.716  -0.667
O1 0.663 -4.137 -0.651  -0.431
H1 -0.169 -1.808 2.840  0.399
H2 1.249 -0.980 2.245  0.549
H3 0.983 -1.291 3.803  0.843
H4 3.238 -1.949 4.045  0.276
H5 3.549 -1.812 2.373  0.080
H6 3.714 -3.403 2.896  0.538
H7 0.351 -4.598 3.792  0.323
H8 1.433 -3.677 4.773  0.306
H9 2.093 -4.776 3.636  0.566
H10 2.444 -4.128 1.106  1.017
H11 1.915 -2.580 0.606  -0.420
H12 -0.367 -3.303 0.681  0.365
H13 0.059 -4.839 1.253  0.459
H14 0.409 -4.943 -1.004  0.248
O2 1.155 1.590 -2.851  -0.716
C6 0.437 1.096 -2.007  0.707
O3 -0.046 1.777 -1.031  -0.876
B1 -0.911 0.795 -0.275  1.317
O4 -0.862 -0.353 -1.049  -0.358
C7 -0.105 -0.164 -2.059  0.319
O5 0.114 -0.986 -2.900  -0.546
O6 -2.237 1.297 -0.215  -0.394
C8 -2.475 1.410 1.001  0.258
O7 -3.646 1.394 1.468  -0.818
C9 -1.335 0.978 1.777  0.531
O8 -0.414 0.720 1.118  0.464
O9 -1.335 0.880 2.987  -0.772
C10 3.396 -0.543 -1.270  -0.294
C11 4.848 -0.988 -1.012  -0.708
O10 5.448 -1.195 -2.279  -0.512
O11 2.679 -0.248 -0.086  -0.006
H15 2.618 -1.297 -1.543  0.235
H16 3.317 0.334 -1.869  0.437
H17 4.935 -1.783 -0.432  0.394
H18 5.289 -0.059 -0.510  0.259
H19 5.050 -1.852 -2.595  0.262
H20 3.015 0.575 0.169  0.131
C12 -3.560 -1.536 -2.471  0.046
C13 -3.407 -0.556 -3.674  -0.006
O12 -4.191 0.455 -3.380  -0.331
O13 -2.506 -2.372 -2.664  -0.586
H21 -4.576 -1.893 -2.254  0.458
H22 -3.306 -1.009 -1.482  -0.302
H23 -3.720 -1.116 -4.692  0.054
H24 -2.561 0.003 -3.584  0.173
H25 -3.713 1.030 -3.889  0.273
H26 -1.508 -2.009 -2.391  0.218
C14 -1.269 -0.422 6.965  -0.392
C15 -2.456 0.649 7.038  -0.661
O14 -2.821 0.745 8.413  -0.540
O15 -1.096 -0.789 5.601  -0.360
H27 -1.545 -1.424 7.580  0.188
H28 -0.394 -0.056 7.329  0.401
H29 -3.300 0.160 6.504  0.309
H30 -2.215 1.460 6.653  0.521
H31 -2.065 1.311 8.842  0.321
H32 -0.998 -0.084 5.065  0.253
C16 2.402 4.239 1.979  -0.383
C17 2.247 2.765 1.854  0.011
O16 3.198 2.149 1.016  -0.548
O17 1.558 4.770 2.893  -0.522
H33 2.505 4.780 1.149  0.311
H34 3.569 4.622 2.404  0.238
H35 1.540 2.645 1.227  -0.174
H36 2.132 2.058 2.712  0.309
H37 3.784 2.184 1.687  0.247
H38 0.640 4.428 2.589  0.363
C18 0.186 -3.897 -4.719  -0.541
C19 -0.641 -3.005 -5.809  0.122
O18 -1.508 -3.888 -6.479  -0.524
O19 1.085 -3.201 -4.087  -0.554
H39 0.709 -4.699 -5.145  0.467
H40 -0.360 -4.389 -3.890  0.217
H41 0.300 -2.822 -6.571  0.194
H42 -0.965 -2.168 -5.211  -0.050
H43 -1.831 -3.667 -7.292  0.290
H44 0.783 -2.593 -3.398  0.399
C20 -5.981 1.641 -0.847  0.419
C21 -6.806 2.569 -1.751  -0.488
O20 -6.884 2.158 -3.124  -0.461
O21 -5.927 2.328 0.315  -0.680
H45 -4.818 1.758 -0.948  -0.327
H46 -6.359 0.759 -0.778  0.359
H47 -6.410 3.590 -1.616  0.277
H48 -7.920 2.609 -1.428  0.205
H49 -7.429 2.719 -3.585  0.268
H50 -4.959 2.103 0.720  0.432
C22 3.663 5.432 -2.806  -0.558
C23 3.059 4.227 -2.283  0.011
O22 1.605 4.316 -2.348  -0.641
O23 5.065 5.470 -2.459  -0.547
H51 3.015 6.209 -2.181  0.219
H52 3.474 5.396 -3.923  0.252
H53 3.336 4.219 -1.220  0.078
H54 3.434 3.505 -2.847  0.377
H55 1.364 3.391 -1.971  0.361
H56 5.517 6.424 -2.491  0.320

Cartesian forces (eV/Å) of the 6 atoms listed first:
-1.94 -2.34 -1.38
-0.81 2.65 0.23
-1.15 3.26 1.55
-4.16 3.86 5.35
-3.21 4.34 0.05
1.17 -3.42 0.00